(1)
{
  "formula": "C4H9NO2",
  "method": "ωB97M-V/def2-TZVPD",
  "elements": ["H", "H", "C", "O", "O", "C", "H", "N", "C", "H", "H", "C", "H", "H", "H", "H"],
  "xyz": [[3.09310, 0.64326, -1.44719], [-1.57788, -1.40775, 0.78832], [0.45078, -0.37351, -0.12243], [0.73161, -0.91674, 0.92020], [1.20923, 0.54809, -0.73872], [-1.73461, -0.66146, 0.01229], [-2.49841, 0.88872, 1.37396], [-0.63090, -0.73822, -0.89430], [2.57009, 0.13653, -0.64150], [2.99292, 0.37322, 0.33480], [2.60362, -0.94825, -0.78604], [-1.54082, 0.85381, 0.89900], [-0.73125, -0.22918, -1.76515], [-0.80811, 0.95422, 1.74548], [-2.66344, -0.92874, -0.55162], [-1.41162, 1.82653, 0.36754]],
  "lumo_energy_ev": 0.960,
  "total_charge": 0,
  "smiles": "CCNC(=O)OC",
  "orbital_gap_ev": 10.54,
  "homo_energy_ev": -9.6,
  "e_above_lowest_kj_mol": 231.40,
  "spin_multiplicity": 1
}

=====

(2)
{
  "formula": "C41H76N10O5P",
  "method": "ωB97M-V/def2-TZVPD",
  "elements": ["H", "C", "H", "N", "H", "C", "H", "C", "H", "C", "H", "H", "C", "H", "H", "H", "H", "C", "H", "C", "C", "H", "N", "H", "C", "C", "C", "H", "H", "H", "H", "P", "O", "H", "C", "H", "C", "H", "H", "H", "C", "H", "H", "H", "N", "H", "H", "H", "C", "H", "C", "H", "C", "C", "H", "C", "H", "H", "C", "C", "H", "O", "H", "H", "H", "C", "C", "H", "O", "C", "H", "C", "C", "C", "H", "H", "C", "N", "H", "C", "H", "C", "O", "C", "H", "N", "H", "N", "N", "H", "O", "C", "H", "C", "C", "H", "H", "C", "H", "H", "H", "C", "H", "H", "N", "N", "C", "C", "C", "H", "H", "H", "H", "H", "H", "H", "N", "H", "H", "H", "H", "H", "H", "C", "H", "H", "H", "H", "H", "H", "H", "H", "C"],
  "xyz": [[0.04576, -4.49078, 2.64497], [-3.51885, -1.49727, -2.72698], [-3.00445, -6.50129, 2.92354], [-1.10448, 4.65148, -2.33290], [3.04556, 4.88808, -3.29640], [-3.49350, -11.31280, 3.40114], [-4.77362, -0.65367, 0.71014], [-0.95663, -6.68024, 3.40218], [-2.64500, 4.70737, -4.70585], [-2.25036, -8.34479, 2.07723], [7.82150, 5.41643, -3.05349], [-6.25642, -0.24876, 2.46055], [-0.06795, 4.34895, -1.90778], [1.73754, 6.08516, -3.21113], [-4.29931, -2.64423, -4.18592], [-1.12869, -3.90102, -0.41118], [-0.75726, -1.13515, 3.04012], [-1.23645, 1.51751, -4.80158], [2.42447, 1.80752, -10.02162], [-0.09770, -0.09028, -8.62525], [1.23538, -0.52877, -9.05714], [-2.13574, -3.20113, 2.07917], [0.08576, -6.20275, 3.58124], [-6.43354, 0.75343, 3.91501], [-1.29864, 3.03729, -4.95223], [-1.62453, -2.83574, -0.23700], [-1.94661, -7.77483, 0.69774], [-2.05016, 1.05107, -5.36883], [-1.99555, -8.56771, -0.05536], [0.13762, -0.85303, 1.39757], [-3.31678, -9.59235, 5.51058], [-3.99904, -1.80137, 0.21828], [0.46090, -3.84830, 1.99541], [1.78275, 5.95723, -0.71226], [4.44193, 6.63146, 2.05448], [-1.51365, -9.12048, 2.31780], [2.21416, 5.14323, -1.30690], [-3.23084, -8.83472, 2.04165], [2.93022, 7.51678, 3.31683], [7.05071, 5.59018, -1.46801], [6.72352, 3.66491, -2.38935], [-2.61923, -7.74575, 4.10705], [7.51206, 3.22094, -4.35518], [-7.04598, 1.32949, 2.35580], [-1.34741, 0.75497, -2.28831], [7.38820, 5.74490, 5.87227], [5.63492, 5.99655, 5.99013], [-0.94350, -7.33806, 0.65626], [5.69702, 6.98936, 1.25890], [6.41956, 7.49795, 1.90755], [-8.27790, -0.19172, 3.26732], [7.57393, 3.22922, -1.85118], [-4.25524, -10.15810, 5.47149], [5.39784, 7.82625, 0.09013], [3.33951, 6.47950, -2.57596], [2.35222, 0.31637, -8.44501], [1.30149, -0.50170, -10.15092], [2.28175, 0.30346, -7.35085], [6.92725, 5.17214, -2.47211], [4.98048, 3.73253, 4.43486], [-3.33269, -12.01675, 6.13089], [-2.68824, -1.22578, 1.27043], [3.12528, 4.81787, -0.79053], [-8.74393, -0.48303, 2.31850], [5.39331, 3.78222, 7.13079], [6.49394, 5.50062, 6.45364], [2.34678, 1.75987, -8.93118], [3.19731, 2.30247, -8.50643], [-5.57109, -2.33066, -0.36560], [-0.38153, -1.70011, 2.05780], [-0.95865, -1.98901, -0.69618], [-6.92221, 0.44332, 2.98636], [-7.47354, -2.52336, 3.60849], [2.60308, 5.67630, -2.67973], [6.06823, 5.66808, -2.93563], [-2.67094, -7.00174, 0.42381], [6.29022, 3.99339, 6.53641], [4.02877, 4.05608, 3.85503], [1.10920, 3.56208, -0.36132], [1.24388, 3.96400, -1.37223], [-7.71688, -1.10140, 5.14911], [6.18650, 3.32422, 5.16610], [0.63396, -2.66406, 2.50979], [-1.29727, 1.09236, -3.39750], [-8.92726, 0.56505, 3.72369], [4.46208, 3.72760, -5.07072], [-2.82263, 3.46777, -3.45802], [-2.63781, -11.91903, 2.90423], [-4.57586, -2.19100, -3.26658], [-2.49735, -1.54365, -3.32764], [-3.03469, -2.97341, -0.69638], [-1.71176, -2.36167, 1.36456], [-0.49453, 3.50914, -4.37510], [-4.57821, -10.54817, 4.02933], [-4.15918, -11.35473, 6.40901], [1.43372, 2.28199, -8.62717], [-5.04563, -9.49253, 5.83883], [-2.27677, -7.28150, 3.17496], [3.31637, -0.13464, -8.70890], [-2.50563, -0.18601, -1.04881], [4.71673, 5.91302, 2.83613], [-3.57714, -0.65783, -1.28970], [-3.46069, 3.18248, -5.08980], [7.14062, 3.55769, 7.07457], [-6.90108, -3.41588, 3.13696], [5.16294, 8.48946, -0.83270], [-8.19575, -1.39401, 4.20755], [6.61981, 2.99575, -3.75966], [5.41379, 3.40405, -4.49090], [4.49153, 8.35135, 3.37886], [-4.37794, 0.20180, -1.42832], [-5.08564, -11.93692, 6.39922], [-4.26613, -2.67830, 1.34377], [5.82662, 3.45374, -1.79497], [6.61741, 5.91865, 7.45775], [-5.67335, -3.33427, -0.27053], [-1.15194, 0.25666, -8.28633], [-1.12817, 3.29131, -6.00535], [1.67340, 3.15843, -1.97889], [-3.98270, -11.01518, 7.43458], [-9.21331, -1.71683, 4.45649], [3.42518, 8.55508, 1.97438], [7.07876, 3.54941, 4.57058], [3.78805, 7.83710, 2.71704], [6.59793, 1.90870, -3.62021], [3.71039, 6.13464, 1.40615], [-0.29812, 1.15809, -5.23972], [6.17418, 6.06322, 0.91804], [-4.75050, -9.63525, 3.44753], [-5.50960, -11.12517, 3.99679], [6.16463, 2.23717, 5.30555], [1.37882, -1.57318, -8.75674], [-2.63609, 3.62783, -4.52493]],
  "lumo_energy_ev": 1.352,
  "total_charge": -1,
  "orbital_gap_ev": 5.00,
  "homo_energy_ev": -3.6,
  "spin_multiplicity": 1
}